Formula: C5H8O
Source: the OMol25 dataset
Level of theory: ωB97M-V with the def2-TZVPD basis set

For the lowest unoccupied orbital energy, the calculation gives 1.01 eV. As for the largest force on an atom: 1.6 eV/A. The HOMO-LUMO gap is 10.23 eV. Its SMILES is OC1CC=CC1. The calculation puts the relative energy (zero: lowest compared OMol25 entry of this formula, charge and spin) at 209.7 kJ/mol.

XYZ file:
```
14
Properties=species:S:1:pos:R:3:forces:R:3
O 0.071 0.788 2.204 -0.4 0.7 -0.5
C 0.369 0.380 0.867 0.0 0.1 -1.0
C -0.382 -0.901 0.557 -0.1 0.0 0.0
C -0.297 -1.088 -0.921 -0.1 0.0 -0.2
C 0.005 0.027 -1.576 0.0 -0.2 0.2
C 0.271 1.220 -0.687 0.2 -0.3 0.8
H -0.372 0.052 2.662 0.2 0.5 -0.5
H 1.456 0.283 0.852 -0.1 -0.4 -0.1
H -1.431 -0.699 0.827 0.0 -0.2 0.0
H -0.065 -1.778 1.138 0.2 0.3 -0.1
H -0.538 -2.036 -1.386 -0.1 0.1 -0.1
H -0.075 0.081 -2.663 0.4 0.2 0.3
H 1.288 1.603 -0.738 0.2 -0.2 -0.4
H -0.301 2.068 -1.137 -0.4 -0.4 1.5
```
Positions in Å, forces in eV/Å.